(1)
The following is a DFT calculation (ωB97M-V/def2-TZVPD) of a molecular structure, C36H56AsGe2MnN2S.

Output
**LUMO energy (alpha / beta)**: -0.0813 / -0.1187 Eh
**Strongest force on any atom**: 0.6 eV/A
**Total charge**: +1
**Energy**: -257241.1469 eV
**Multiplicity**: 6
**Frontier orbital gap (alpha / beta)**: 8.3 / 7.4 eV
**Energy above the lowest of the compared OMol25 structures with the same formula, charge and spin**: 30.87 kJ/mol

Positions of all 99 atoms, in Å:
As -2.486 -0.748 0.962
Ge 0.496 0.348 -2.378
Ge 0.594 1.997 -0.137
Mn 0.581 -0.749 0.170
S 2.869 -0.765 4.113
N 0.298 -2.897 0.031
N 2.884 -1.098 0.139
C -0.009 2.172 -2.805
C 3.056 0.613 -3.944
C -3.041 -0.594 2.848
C 3.399 -0.962 1.377
C -0.635 2.321 1.381
C -1.645 4.770 -2.266
C 3.724 -1.345 -0.871
C 1.248 -0.482 4.563
C 4.774 -1.035 1.602
C 1.843 -0.276 -3.697
C -3.362 -2.466 0.557
C 0.225 -4.414 3.021
C -3.231 -2.902 -0.897
C -0.771 3.819 1.669
C 1.084 -0.512 2.214
C 0.053 6.708 -1.235
C 2.423 -0.739 2.436
C 2.084 -5.351 1.590
C 0.423 -3.826 0.692
C -3.505 1.081 -1.171
C 5.092 -1.439 -0.726
C -1.031 -0.878 -2.601
C 2.425 2.494 0.399
C -1.779 -0.623 -3.909
C -4.538 -0.681 3.118
C 0.604 -4.940 1.627
C 0.432 -0.366 3.478
C 3.434 2.497 -0.738
C 0.435 5.377 -1.227
C 0.002 2.976 -1.739
C -2.033 6.102 -2.259
C -1.187 7.073 -1.746
C -0.307 -6.101 1.205
C -3.810 0.521 0.213
C 5.627 -1.270 0.544
C -0.407 4.395 -1.749
H 1.401 5.095 -0.823
H -3.738 -3.855 -1.061
H -1.349 3.969 2.583
H -1.700 -0.758 -1.750
H 4.428 2.776 -0.383
H -2.116 0.413 -3.976
H -2.307 4.009 -2.662
H -2.904 -3.207 1.220
H 0.982 -0.404 5.606
H -4.784 0.026 0.225
H -2.187 -3.024 -1.183
H -1.154 -0.826 -4.780
H -0.052 -6.461 0.208
H -2.504 -1.375 3.392
H 2.332 3.490 0.843
H -2.502 1.518 -1.218
H -0.652 -1.903 -2.564
H 2.730 1.827 1.207
H 0.847 -3.563 3.303
H 1.222 -0.301 -4.600
H 3.152 3.192 -1.531
H -3.682 -2.174 -1.575
H -0.237 1.788 2.243
H -4.412 -2.389 0.839
H 3.514 1.505 -1.183
H 0.199 4.296 1.817
H -1.355 -5.801 1.213
H -2.651 0.363 3.202
H 2.372 -5.696 0.597
H 3.749 0.604 -3.105
H 5.718 -1.637 -1.585
H 0.719 7.463 -0.839
H -0.622 -0.171 3.592
H -4.217 1.867 -1.428
H 2.726 -4.518 1.877
H -1.278 4.345 0.860
H 6.696 -1.326 0.705
H -1.490 8.112 -1.743
H -5.082 0.134 2.641
H 5.162 -0.901 2.604
H -3.574 0.317 -1.947
H -4.730 -0.617 4.189
H -3.000 6.383 -2.657
H -0.821 -4.107 3.053
H 2.119 -1.317 -3.522
H 2.238 -6.166 2.297
H -0.179 -6.922 1.910
H -4.965 -1.620 2.768
H 0.372 -5.213 3.747
H -3.870 1.338 0.936
H 3.604 0.279 -4.826
H -1.609 1.892 1.152
H -0.257 2.540 -3.800
H 3.270 -1.479 -1.840
H 2.759 1.650 -4.110
H -2.661 -1.262 -3.990

=====

(2)
The following is a DFT calculation (ωB97M-V/def2-TZVPD) of a molecular structure, C36H57AlBBeBrCaClI3N5O11PS3 at a distorted geometry.

Output
**LUMO energy**: -0.3049 Eh
**Strongest force on any atom**: 8.1 eV/A
**Total charge**: +2
**Energy**: -242949.7172 eV
**Multiplicity**: 1
**Frontier orbital gap**: 1.5 eV
**Energy above the lowest of the compared OMol25 structures with the same formula, charge and spin**: 1827.27 kJ/mol

Positions of all 122 atoms, in Å:
I -1.549 0.160 -0.775
I 0.929 -5.351 -0.675
I 2.659 -1.805 -3.163
Br 0.149 4.944 0.386
Ca -1.429 -4.036 -3.214
Cl 2.467 2.230 -11.100
S -4.125 1.658 3.975
S 4.255 -1.430 2.933
S -9.804 1.791 3.091
P 1.329 2.628 -1.701
Al -1.012 3.995 -2.192
O 5.589 -9.251 3.116
O 4.976 -8.274 2.399
O -3.847 3.076 1.661
O 5.977 -3.495 5.115
O 1.192 -0.957 -8.173
O -1.469 -0.642 -6.244
O -1.106 3.987 1.515
O -0.431 0.425 -10.489
O -2.363 2.519 -7.423
O -10.387 0.571 2.456
O 7.451 -4.055 3.197
N -5.686 1.574 1.407
N 1.788 -2.307 0.789
N 2.052 4.043 -1.916
N 3.860 3.469 0.439
N -5.497 2.336 0.272
C -1.956 0.558 -6.094
C 4.716 4.333 5.395
C 3.458 -0.347 1.629
C 2.495 -4.793 0.731
C 2.206 1.511 -0.425
C -11.147 2.976 3.324
C 0.148 0.127 -11.510
C -1.905 1.309 -7.547
C -4.840 0.028 4.512
C -3.760 -1.183 4.513
C 2.345 -0.952 0.739
C 3.905 -3.140 2.257
C 3.354 2.080 0.483
C -4.408 3.287 0.347
C 4.585 4.579 2.695
C 0.451 -2.364 1.452
C -8.954 2.721 1.797
C 4.616 -5.752 2.223
C 0.682 -1.153 -2.497
C 2.730 -3.327 1.265
C -0.625 -1.491 -3.389
C 4.001 1.109 1.531
C 3.381 4.111 1.725
C -0.601 -0.209 -12.772
C 5.551 -6.976 2.724
C 1.701 0.014 -0.322
C 0.474 -2.436 3.055
C 4.871 -4.284 2.740
C 1.652 0.080 -11.560
C -1.066 -2.281 3.532
C -4.639 2.071 2.262
C 0.524 -0.422 -1.288
C -2.370 -0.812 5.216
C 4.849 3.610 3.955
C 3.436 -5.959 1.225
C -1.247 -1.980 5.102
B 6.098 -3.938 3.749
Be -6.141 0.579 7.280
H 1.989 -0.931 -11.814
H -0.352 -1.993 -4.396
H 2.020 0.801 -12.303
H 4.416 5.637 3.090
H 1.412 4.823 -1.648
H -2.010 3.671 1.748
H -2.998 0.642 -5.744
H 7.560 -3.237 2.645
H -1.674 -0.134 -12.586
H -1.894 0.164 4.857
H -0.370 -1.231 -13.080
H -0.285 -1.746 5.668
H 2.746 5.052 1.519
H 6.028 -2.504 5.062
H 0.947 -3.435 3.404
H -1.067 -0.463 -3.676
H 4.852 1.430 2.223
H -0.861 1.196 -7.889
H -0.225 -3.213 1.048
H 5.904 3.168 3.846
H -0.616 3.940 2.354
H -0.036 2.772 -1.182
H -3.677 -1.537 3.430
H -11.682 3.122 2.384
H 5.544 4.631 2.044
H -1.460 -1.345 2.969
H -10.739 3.925 3.676
H 3.700 4.012 5.840
H 1.295 1.943 -2.985
H 0.453 -0.833 -7.575
H -5.623 -0.261 3.705
H -8.090 2.142 1.468
H 6.642 -6.854 2.393
H -11.832 2.577 4.073
H -0.332 0.495 -13.562
H 4.739 5.473 5.303
H 1.159 -1.608 3.443
H -4.240 -2.046 5.114
H 2.695 3.408 2.338
H -5.451 0.089 5.502
H -2.440 0.637 -8.239
H -1.683 -3.195 3.207
H 5.138 -9.368 3.989
H -2.594 -0.713 6.351
H 2.053 0.344 -10.568
H 5.528 -6.905 3.883
H -8.616 3.679 2.198
H -0.091 -1.382 1.176
H 3.232 -7.019 0.851
H -1.437 1.231 -5.389
H -1.729 -2.924 5.571
H 4.888 3.382 0.425
H -1.435 -2.055 -2.791
H -4.070 4.042 -0.440
H 4.113 2.718 3.916
H 5.516 3.920 6.117
H -9.624 2.883 0.951